Molecular formula: CH3PS
Method: DFT, the ωB97M-V functional and the def2-TZVPD basis

Positions of all 6 atoms, in Å:
C (-0.986, -0.552, 0.459)
P (0.467, 0.110, -0.041)
S (-2.450, 0.105, 0.031)
H (0.727, 1.378, -0.540)
H (1.365, -0.073, 0.973)
H (0.877, -0.968, -0.881)

Values from the calculation:
**HOMO-LUMO gap**: 6.699 eV
**Relative energy (zero: lowest compared OMol25 entry of this formula, charge and spin)**: 3.519 eV
**E**: -779.28496 Ha
**Highest occupied orbital energy**: -0.262 hartree
**SMILES string**: [PH3]=C=S

Table of Löwdin atomic charges, one value per atom, all in e: atom 1 (C): -1.029, atom 2 (P): 0.700, atom 3 (S): 0.420, atom 4 (H): -0.051, atom 5 (H): -0.043, atom 6 (H): 0.003